[1]
DFT (the ωB97M-V functional and the def2-TZVPD basis) results for a molecular structure, C38H41ClNO9S2SiV in a non-equilibrium geometry.

The calculation puts the frontier orbital gap (spin up / spin down) at 0.2752 / 0.2624 Ha. For the energy above the lowest of the compared OMol25 structures with the same formula, charge and spin, the calculation gives 120.9 kcal per mole. As for the expectation value of S²: 0.790. As for the lowest unoccupied orbital energy (spin up / spin down): -3.3 / -3.5 eV.

Geometry as ORCA input:
```
! wB97M-V def2-TZVPD RIJCOSX def2/J DEFGRID3
* xyz 1 2
V 1.11 0.84 0.75
O 0.68 4.72 2.43
Cl 1.45 3.53 2.43
O 1.83 3.11 3.73
O 0.52 2.44 1.85
O 2.57 3.59 1.54
O -0.54 1.17 -0.17
S -1.26 2.52 -0.45
C -1.67 2.40 -2.18
C -2.32 1.09 -2.61
C -1.55 0.44 -3.76
C -0.20 -0.14 -3.35
S -0.23 -1.68 -2.40
O -1.15 -1.48 -1.24
C -1.12 -2.71 -3.57
C -0.52 -3.12 -4.76
C -1.23 -3.93 -5.62
C -2.52 -4.35 -5.29
C -3.09 -3.95 -4.10
C -2.39 -3.13 -3.22
C -2.84 2.22 0.31
C -3.69 3.31 0.46
C -4.92 3.11 1.06
C -5.29 1.85 1.49
C -4.43 0.77 1.33
C -3.19 0.95 0.73
H -0.73 2.61 -2.69
H -2.31 3.28 -2.33
H -3.35 1.29 -2.92
H -2.37 0.40 -1.77
H -1.37 1.18 -4.55
H -2.17 -0.34 -4.22
H 0.37 0.55 -2.72
H 0.41 -0.37 -4.23
H 0.49 -2.81 -5.01
H -0.78 -4.25 -6.55
H -3.07 -4.99 -5.97
H -4.09 -4.29 -3.84
H -2.81 -2.82 -2.27
H -3.39 4.30 0.15
H -5.60 3.95 1.19
H -6.25 1.70 1.97
H -4.72 -0.21 1.67
H -2.52 0.12 0.58
C 4.74 0.66 2.94
C 3.82 0.36 1.80
O 2.64 0.74 1.92
C 4.25 -0.34 0.61
C 5.57 -0.80 0.48
C 5.97 -1.47 -0.66
C 5.05 -1.70 -1.68
C 3.75 -1.26 -1.59
C 3.34 -0.58 -0.44
O 2.07 -0.16 -0.38
H 4.21 1.23 3.69
H 5.60 1.24 2.59
H 5.13 -0.27 3.37
H 6.28 -0.62 1.27
H 6.99 -1.83 -0.75
H 5.37 -2.24 -2.57
H 3.02 -1.45 -2.37
C -0.61 0.14 6.45
C -1.17 0.80 5.37
C -0.81 0.43 4.08
C 0.09 -0.60 3.85
C 0.64 -1.26 4.96
C 0.29 -0.89 6.25
Si 0.57 -1.18 2.15
C -0.63 -2.39 1.41
C -2.00 -2.32 1.67
C -2.88 -3.22 1.08
C -2.39 -4.20 0.23
C -1.03 -4.29 -0.03
C -0.16 -3.39 0.56
H -0.89 0.43 7.46
H -1.87 1.61 5.52
H -1.25 0.97 3.24
H 1.35 -2.07 4.81
H 0.72 -1.41 7.09
H 1.92 -1.81 2.17
H -2.38 -1.58 2.36
H -3.93 -3.17 1.30
H -3.07 -4.91 -0.22
H -0.65 -5.07 -0.68
H 0.90 -3.47 0.34
C 1.71 5.09 -1.02
C 2.22 3.71 -1.33
N 3.53 3.61 -1.63
O 1.47 2.72 -1.36
H 1.45 5.59 -1.95
H 2.44 5.69 -0.49
H 0.81 5.00 -0.40
H 4.15 4.38 -1.49
H 3.91 2.70 -1.83
*
```


[2]
DFT (the ωB97M-V functional and the def2-TZVPD basis) results for 12 unconnected molecules or ions with the total composition C22H54Br8N6O14 in a non-equilibrium geometry.

The calculation puts the frontier orbital gap (spin up / spin down) at 0.0805 / 0.2152 Ha. As for the expectation value of S²: 0.753. As for the lowest unoccupied orbital energy (spin up / spin down): 0.9 / 0.9 eV.

Geometry as ORCA input:
```
! wB97M-V def2-TZVPD RIJCOSX def2/J DEFGRID3
* xyz -1 2
C 2.62 -4.36 -0.40
N 1.34 -4.49 0.22
O 0.94 -3.77 1.16
O 0.65 -5.38 -0.24
H 3.36 -4.42 0.39
H 2.63 -3.39 -0.90
H 2.70 -5.19 -1.11
C 0.62 -1.81 4.35
N 1.34 -1.97 5.62
O 0.76 -1.53 6.58
O 2.42 -2.50 5.69
H -0.36 -1.33 4.46
H 0.58 -2.87 4.09
H 1.21 -1.29 3.60
C -5.91 5.05 -0.87
N -4.68 4.39 -1.41
O -3.94 5.12 -2.11
O -4.50 3.19 -1.16
H -5.89 5.13 0.22
H -6.79 4.53 -1.23
H -5.95 6.05 -1.32
C -1.91 -2.30 -0.14
N -3.22 -2.59 -0.82
O -4.20 -2.17 -0.24
O -3.23 -3.20 -1.89
H -2.06 -1.66 0.73
H -1.35 -1.72 -0.87
H -1.39 -3.24 0.02
C -1.81 4.46 -4.75
N -2.16 4.59 -6.22
O -2.92 5.46 -6.54
O -1.56 3.89 -7.03
H -0.94 3.85 -4.51
H -2.66 4.10 -4.17
H -1.58 5.43 -4.30
C -5.56 0.22 -2.19
N -6.65 0.05 -1.20
O -7.47 -0.81 -1.49
O -6.62 0.77 -0.21
H -5.62 1.27 -2.48
H -5.75 -0.54 -2.95
H -4.62 0.01 -1.70
Br 3.81 0.27 -2.81
C 2.73 -0.54 -4.24
C 1.24 -0.22 -4.06
Br 0.14 -0.71 -5.60
H 2.90 -1.62 -4.30
H 3.09 -0.13 -5.18
H 1.20 0.87 -4.00
H 0.88 -0.68 -3.14
Br 4.00 -2.58 2.37
C 3.49 -4.22 3.46
C 4.25 -5.46 3.05
Br 3.37 -6.93 4.04
H 2.41 -4.36 3.46
H 3.70 -4.03 4.51
H 5.29 -5.49 3.36
H 4.04 -5.69 2.00
Br 3.23 0.82 3.06
C 4.50 1.34 1.61
C 4.50 2.85 1.23
Br 5.84 2.91 -0.18
H 4.33 0.69 0.75
H 5.49 1.16 2.04
H 4.76 3.54 2.04
H 3.61 3.15 0.67
Br 7.40 -1.24 -0.51
C 5.89 -2.36 -1.19
C 6.17 -2.84 -2.55
Br 4.57 -3.68 -3.27
H 5.01 -1.72 -1.13
H 5.73 -3.16 -0.47
H 6.99 -3.54 -2.41
H 6.53 -2.06 -3.22
C -1.52 1.51 -2.31
C -1.23 1.29 -0.81
O -0.10 0.48 -0.83
C 0.59 0.39 0.41
C 1.67 -0.65 0.18
H -2.52 1.92 -2.38
H -0.90 2.26 -2.81
H -1.51 0.59 -2.88
H -1.13 2.18 -0.19
H -2.00 0.70 -0.31
H 0.92 1.37 0.75
H -0.09 0.05 1.19
H 1.18 -1.53 -0.24
H 2.17 -0.95 1.10
H 2.43 -0.36 -0.54
C -0.60 1.53 4.41
C -1.43 1.50 3.16
O -2.63 2.27 3.44
C -3.59 2.11 2.35
C -4.72 3.15 2.72
H -0.81 0.65 5.00
H 0.46 1.50 4.16
H -0.73 2.44 5.00
H -0.83 2.08 2.47
H -1.63 0.47 2.84
H -3.26 2.26 1.33
H -4.10 1.14 2.33
H -4.41 4.18 2.90
H -5.24 2.87 3.63
H -5.39 3.24 1.86
*
```


[3]
DFT (the ωB97M-V functional and the def2-TZVPD basis) results for a molecular structure, C45H39NO2ReS4Sb2.

The calculation puts the frontier orbital gap (spin up / spin down) at 0.2210 / 0.2203 Ha. For the energy above the lowest of the compared OMol25 structures with the same formula, charge and spin, the calculation gives 3.1 kcal per mole. As for the expectation value of S²: 0.757. As for the lowest unoccupied orbital energy (spin up / spin down): -6.7 / -6.7 eV.

Geometry as ORCA input:
```
! wB97M-V def2-TZVPD RIJCOSX def2/J DEFGRID3
* xyz 2 2
Re -0.45 0.13 0.68
C -3.09 1.45 2.75
C -1.66 1.82 3.14
C -0.63 0.79 2.67
Sb 0.66 2.15 -0.59
C 0.25 2.06 -2.64
C -0.13 0.84 -3.21
C -0.54 0.80 -4.53
C -0.57 1.96 -5.29
C -0.19 3.18 -4.73
C 0.21 3.23 -3.41
C 0.82 4.18 -0.18
C -0.17 4.81 0.57
C -0.12 6.18 0.75
C 0.91 6.92 0.19
C 1.90 6.29 -0.55
C 1.86 4.92 -0.75
Sb -2.95 1.26 0.65
C -4.53 0.05 -0.02
C -4.41 -0.64 -1.22
C -5.44 -1.44 -1.66
C -6.61 -1.55 -0.91
C -6.73 -0.86 0.29
C -5.70 -0.05 0.74
C -3.38 3.17 -0.14
C -4.28 4.02 0.49
C -4.58 5.25 -0.08
C -3.99 5.63 -1.27
C -3.09 4.78 -1.91
C -2.79 3.55 -1.34
H -3.82 2.19 3.08
H -3.38 0.48 3.15
H -1.57 1.93 4.22
H -1.41 2.80 2.72
H -0.76 -0.15 3.21
H 0.37 1.14 2.93
H -0.11 -0.08 -2.63
H -0.83 -0.14 -4.97
H -0.90 1.92 -6.32
H -0.22 4.08 -5.32
H 0.49 4.18 -2.97
H -0.98 4.24 1.01
H -0.89 6.68 1.33
H 0.95 7.99 0.33
H 2.71 6.87 -0.98
H 2.64 4.44 -1.33
H -3.50 -0.57 -1.80
H -5.35 -1.99 -2.59
H -7.41 -2.18 -1.25
H -7.64 -0.94 0.87
H -5.81 0.48 1.67
H -4.76 3.73 1.42
H -5.29 5.91 0.41
H -4.23 6.59 -1.71
H -2.64 5.07 -2.85
H -2.11 2.89 -1.86
O 2.67 1.88 -0.59
N 3.39 0.74 -0.48
C 4.56 0.82 -1.15
C 5.47 -0.20 -1.13
C 5.16 -1.34 -0.39
C 3.96 -1.40 0.28
C 3.04 -0.34 0.24
S 1.62 -0.63 1.27
H 4.70 1.75 -1.68
H 6.40 -0.10 -1.67
H 5.85 -2.17 -0.34
H 3.69 -2.26 0.88
O -1.47 -1.37 0.38
C -1.12 -2.78 0.04
C -2.43 -3.53 0.18
C -3.53 -3.17 0.89
C -4.50 -4.20 0.96
C -4.11 -5.33 0.31
S -2.56 -5.15 -0.40
C -0.58 -2.77 -1.37
C 0.70 -2.54 -1.80
C 0.82 -2.53 -3.21
C -0.38 -2.73 -3.82
S -1.65 -2.92 -2.71
C -0.17 -3.28 1.10
C -0.37 -3.11 2.45
C 0.61 -3.77 3.24
C 1.50 -4.46 2.48
S 1.18 -4.30 0.81
H -3.65 -2.20 1.36
H -5.45 -4.11 1.47
H -4.64 -6.26 0.19
H 1.54 -2.41 -1.13
H 1.75 -2.41 -3.74
H -0.58 -2.81 -4.88
H -1.21 -2.57 2.86
H 0.62 -3.76 4.32
H 2.32 -5.08 2.81
*
```


[4]
DFT (the ωB97M-V functional and the def2-TZVPD basis) results for a molecular structure, C46H70BrN5O5S2Si2Sn in a non-equilibrium geometry.

The calculation puts the frontier orbital gap at 0.2690 Ha. For the energy above the lowest of the compared OMol25 structures with the same formula, charge and spin, the calculation gives 22.9 kcal per mole. As for the lowest unoccupied orbital energy: -6.2 eV.

Geometry as ORCA input:
```
! wB97M-V def2-TZVPD RIJCOSX def2/J DEFGRID3
* xyz 2 1
Sn 0.08 -0.82 0.91
O 4.16 -0.40 2.18
C 3.05 -0.23 1.75
N 2.15 -1.23 1.39
C 2.58 -2.55 1.36
O 3.69 -2.95 1.17
C 1.45 -3.51 1.58
C 1.73 -4.80 1.97
C 0.66 -5.64 2.26
C -0.64 -5.16 2.15
C -0.83 -3.86 1.72
N 0.21 -3.06 1.44
C 2.49 1.14 1.59
C 3.30 2.24 1.81
C 2.76 3.50 1.59
C 1.45 3.61 1.16
C 0.71 2.45 0.98
N 1.24 1.24 1.18
H 2.76 -5.12 2.04
H 0.84 -6.66 2.58
H -1.49 -5.78 2.38
H -1.82 -3.44 1.59
H 4.31 2.09 2.14
H 3.36 4.39 1.75
H 1.00 4.57 0.94
H -0.32 2.48 0.65
C 2.02 -0.03 4.66
C 0.82 -0.97 4.66
C 0.06 -0.84 5.97
C 1.25 -2.41 4.45
O -0.05 -0.62 3.51
Si -1.26 0.51 3.57
S -1.92 0.32 1.49
O -0.61 1.95 3.83
C -1.11 3.18 4.45
C -1.42 2.92 5.91
C 0.00 4.20 4.31
C -2.35 3.63 3.70
O -2.52 0.21 4.52
C -3.72 -0.61 4.54
C -4.16 -0.66 5.99
C -4.78 0.06 3.68
C -3.40 -2.01 4.02
H 2.60 -0.16 5.57
H 1.67 1.00 4.60
H 2.67 -0.23 3.81
H 0.70 -1.15 6.79
H -0.84 -1.47 5.97
H -0.25 0.19 6.14
H 1.78 -2.77 5.33
H 1.91 -2.51 3.59
H 0.37 -3.05 4.30
H -0.51 2.65 6.46
H -2.14 2.10 6.01
H -1.84 3.81 6.37
H 0.96 3.77 4.60
H -0.20 5.05 4.97
H 0.07 4.57 3.29
H -3.18 2.94 3.86
H -2.15 3.69 2.63
H -2.65 4.62 4.05
H -4.29 0.35 6.37
H -3.40 -1.17 6.60
H -5.10 -1.20 6.08
H -5.10 1.00 4.13
H -5.65 -0.59 3.57
H -4.38 0.28 2.69
H -2.57 -2.45 4.59
H -3.13 -1.98 2.96
H -4.27 -2.65 4.15
S -3.90 -4.06 -4.32
C -3.03 -3.47 -2.87
C -1.69 -3.80 -2.67
C -1.05 -3.28 -1.56
N -1.65 -2.47 -0.68
C -2.94 -2.19 -0.87
C -3.67 -2.67 -1.94
C -3.62 -2.57 -5.28
C -4.50 -1.50 -5.21
C -4.20 -0.35 -5.94
N -3.11 -0.24 -6.70
C -2.30 -1.29 -6.79
C -2.51 -2.48 -6.10
H -1.16 -4.43 -3.37
H 0.00 -3.51 -1.38
H -3.39 -1.52 -0.14
H -4.72 -2.42 -2.04
H -5.40 -1.55 -4.60
H -4.85 0.51 -5.90
H -1.44 -1.18 -7.45
H -1.82 -3.31 -6.20
C 2.54 0.16 -6.30
C 2.22 -0.36 -4.88
C 0.99 -1.29 -4.95
C 3.39 -1.21 -4.36
Si 1.96 1.17 -3.80
Br 0.59 -0.42 -1.54
C 3.47 1.88 -2.92
C 4.05 0.90 -1.87
C 4.53 2.18 -4.00
C 3.15 3.19 -2.18
C 0.47 2.29 -4.11
C -0.70 1.50 -4.73
C 0.91 3.38 -5.10
C -0.06 2.95 -2.82
H 2.77 -0.70 -6.94
H 3.40 0.83 -6.32
H 1.69 0.68 -6.74
H 1.26 -2.16 -5.55
H 0.13 -0.81 -5.43
H 0.68 -1.63 -3.96
H 3.48 -2.10 -4.98
H 3.21 -1.54 -3.33
H 4.34 -0.69 -4.41
H 4.48 0.01 -2.33
H 3.29 0.59 -1.15
H 4.85 1.41 -1.33
H 4.85 1.29 -4.54
H 5.41 2.61 -3.51
H 4.17 2.92 -4.72
H 2.47 3.02 -1.34
H 2.72 3.95 -2.84
H 4.08 3.59 -1.78
H -0.45 1.10 -5.71
H -1.55 2.17 -4.86
H -1.02 0.67 -4.08
H 1.24 2.95 -6.06
H 1.72 4.00 -4.71
H 0.06 4.03 -5.31
H -0.31 2.21 -2.06
H -0.97 3.50 -3.07
H 0.65 3.66 -2.40
*
```


[5]
DFT (the ωB97M-V functional and the def2-TZVPD basis) results for H5N4OP in the gas phase in a non-equilibrium geometry.

The calculation puts the frontier orbital gap (spin up / spin down) at 0.3202 / 0.3243 Ha. For the energy above the lowest of the compared OMol25 structures with the same formula, charge and spin, the calculation gives 0.0 kcal per mole. As for the expectation value of S²: 2.007. As for the lowest unoccupied orbital energy (spin up / spin down): 0.9 / -1.5 eV.

Geometry as ORCA input:
```
! wB97M-V def2-TZVPD RIJCOSX def2/J DEFGRID3
* xyz 0 3
N 1.76 1.02 -1.00
N 1.08 1.08 0.04
N -1.08 0.36 1.41
N -0.62 -1.01 -0.93
O 0.84 -1.38 1.15
P 0.06 -0.34 0.45
H 2.19 1.94 -1.28
H -1.51 -0.32 2.15
H -1.90 0.77 1.00
H -0.57 -0.25 -1.66
H -0.26 -1.87 -1.32
*
```


[6]
DFT (the ωB97M-V functional and the def2-TZVPD basis) results for C22H21N3O4S in the gas phase in a non-equilibrium geometry.

The calculation puts the frontier orbital gap at 0.3114 Ha. For the energy above the lowest of the compared OMol25 structures with the same formula, charge and spin, the calculation gives 14.8 kcal per mole. As for the lowest unoccupied orbital energy: 0.1 eV.

Geometry as ORCA input:
```
! wB97M-V def2-TZVPD RIJCOSX def2/J DEFGRID3
* xyz 0 1
C -4.49 -1.53 2.20
O -4.97 -0.49 1.37
C -4.01 0.05 0.52
C -3.76 -0.81 -0.74
N -2.35 -0.95 -1.04
C -1.68 0.02 -1.72
S -2.57 1.44 -2.24
C -1.18 2.40 -2.92
C 0.08 2.40 -2.05
O 1.17 2.40 -2.55
N -0.19 2.50 -0.72
C 0.64 2.14 0.35
C 0.06 1.94 1.59
C 0.83 1.54 2.67
C 2.20 1.33 2.52
C 3.04 0.91 3.69
C 2.77 1.53 1.27
C 2.01 1.94 0.19
N -0.42 0.01 -1.99
C 0.29 -1.03 -1.49
C -0.30 -2.06 -0.77
O 0.63 -2.96 -0.36
C 1.82 -2.51 -0.81
C 3.07 -3.10 -0.62
C 4.16 -2.45 -1.16
C 4.03 -1.25 -1.88
C 2.80 -0.67 -2.07
C 1.69 -1.30 -1.53
C -1.70 -2.10 -0.50
O -2.34 -2.94 0.10
H -5.36 -1.93 2.72
H -3.78 -1.14 2.93
H -4.01 -2.33 1.63
H -4.38 1.04 0.24
H -3.05 0.18 1.06
H -4.15 -1.81 -0.56
H -4.27 -0.38 -1.61
H -0.92 2.00 -3.90
H -1.56 3.42 -3.04
H -1.17 2.56 -0.47
H -1.00 2.10 1.72
H 0.37 1.39 3.63
H 3.56 1.77 4.10
H 2.43 0.47 4.47
H 3.79 0.18 3.38
H 3.83 1.37 1.14
H 2.47 2.10 -0.77
H 3.16 -4.02 -0.07
H 5.14 -2.88 -1.04
H 4.92 -0.79 -2.28
H 2.68 0.26 -2.62
*
```